Density functional theory data (ωB97M-V/def2-TZVPD) for C18H16N2O2 in the gas phase.

Summary:
E_tot: -955.57456 Ha
LUMO level: -0.1 eV
HOMO-LUMO gap: 8.496 eV
net charge: 0
HOMO energy: -0.31609 Ha
SMILES: Cc1ccc(NC(=O)c2cc(=O)[nH]c3ccccc23)cc1C

Last column: Mulliken charge in e.
Geometry (Å):
1 C -3.771 -1.209 0.744  -1.533
2 C -2.731 -0.149 0.556  1.105
3 C -2.948 0.901 -0.325  -1.135
4 C -1.993 1.878 -0.532  -0.796
5 C -0.786 1.820 0.155  0.057
6 N 0.188 2.799 -0.098  -0.098
7 C 1.536 2.656 -0.229  -0.221
8 O 2.244 3.605 -0.489  -0.644
9 C 2.076 1.270 -0.033  0.533
10 C 2.952 1.046 0.973  0.086
11 C 3.466 -0.279 1.272  -0.070
12 O 4.229 -0.558 2.176  -0.695
13 N 2.979 -1.273 0.442  -0.015
14 C 2.143 -1.089 -0.622  -0.089
15 C 1.749 -2.169 -1.417  -0.707
16 C 0.921 -1.964 -2.496  -0.646
17 C 0.483 -0.680 -2.815  -0.890
18 C 0.857 0.390 -2.037  -0.669
19 C 1.673 0.206 -0.914  1.295
20 C -0.582 0.801 1.077  -0.249
21 C -1.531 -0.190 1.272  0.988
22 C -1.261 -1.293 2.248  -1.946
23 H -4.633 -1.020 0.109  0.396
24 H -4.105 -1.241 1.780  0.336
25 H -3.366 -2.190 0.497  0.318
26 H -3.881 0.953 -0.868  0.339
27 H -2.178 2.680 -1.231  0.434
28 H -0.155 3.720 -0.345  0.267
29 H 3.275 1.845 1.621  0.463
30 H 3.310 -2.210 0.639  0.202
31 H 2.107 -3.160 -1.177  0.409
32 H 0.618 -2.801 -3.107  0.425
33 H -0.148 -0.527 -3.676  0.422
34 H 0.532 1.385 -2.297  0.497
35 H 0.325 0.782 1.660  0.653
36 H -2.023 -1.313 3.026  0.421
37 H -0.290 -1.163 2.718  0.386
38 H -1.277 -2.259 1.744  0.372

Density functional theory data (ωB97M-V/def2-TZVPD) for C18H16N2O2S in the gas phase in a non-equilibrium geometry.

Summary:
E_tot: -1353.69853 Ha
LUMO level: 0.4 eV
HOMO-LUMO gap: 8.766 eV
net charge: 0
HOMO energy: -0.30585 Ha
SMILES: Cc1ccc([C@@H]2CC(=O)NC(SCc3ccccc3)=C2C#N)o1

Last column: Mulliken charge in e.
Geometry (Å):
1 C -5.498 -1.804 0.820  -1.249
2 C -4.172 -1.134 0.821  0.456
3 C -3.114 -1.214 1.674  -1.064
4 C -2.118 -0.345 1.163  0.074
5 C -2.641 0.208 0.034  -0.309
6 C -2.086 1.173 -0.971  0.535
7 C -1.475 0.433 -2.170  -1.081
8 C -0.208 -0.297 -1.791  0.489
9 O 0.147 -1.356 -2.248  -0.643
10 N 0.584 0.375 -0.894  0.223
11 C 0.253 1.571 -0.297  0.825
12 S 1.516 2.453 0.553  -0.140
13 C 3.046 1.899 -0.311  -0.839
14 C 3.494 0.523 0.078  0.272
15 C 3.739 -0.443 -0.895  -0.055
16 C 4.150 -1.713 -0.529  -0.568
17 C 4.316 -2.031 0.808  -0.440
18 C 4.074 -1.074 1.781  -0.637
19 C 3.666 0.196 1.418  -0.357
20 C -1.019 2.033 -0.332  -0.045
21 C -1.392 3.256 0.236  -0.483
22 N -1.733 4.262 0.673  -0.572
23 O -3.889 -0.269 -0.179  -0.419
24 H -6.297 -1.064 0.853  0.299
25 H -5.625 -2.395 -0.086  0.298
26 H -5.579 -2.455 1.685  0.328
27 H -3.046 -1.815 2.558  0.435
28 H -1.154 -0.156 1.590  0.590
29 H -2.911 1.801 -1.324  0.659
30 H -2.183 -0.285 -2.586  0.383
31 H -1.217 1.152 -2.953  0.382
32 H 1.464 -0.069 -0.650  -0.047
33 H 2.877 1.990 -1.384  0.325
34 H 3.779 2.646 -0.002  0.480
35 H 3.613 -0.200 -1.941  0.345
36 H 4.335 -2.454 -1.292  0.380
37 H 4.632 -3.023 1.092  0.386
38 H 4.204 -1.318 2.824  0.388
39 H 3.469 0.944 2.173  0.399

Density functional theory data (ωB97M-V/def2-TZVPD) for C18H16N2O3 in the gas phase.

Summary:
E_tot: -1030.79038 Ha
LUMO level: 0.7 eV
HOMO-LUMO gap: 9.022 eV
net charge: 0
HOMO energy: -0.30449 Ha
SMILES: O=C(CN1C(=O)COc2ccccc21)N1CCc2ccccc21

Last column: Mulliken charge in e.
Geometry (Å):
1 O -1.067 0.604 1.359  -0.650
2 C -0.059 0.222 0.797  0.817
3 C 0.010 0.123 -0.726  -1.937
4 N -1.136 0.786 -1.309  0.289
5 C -0.995 2.098 -1.633  0.739
6 O 0.063 2.687 -1.550  -0.656
7 C -2.275 2.779 -2.088  -0.512
8 O -3.143 1.945 -2.822  -0.505
9 C -3.348 0.719 -2.253  0.281
10 C -4.533 0.051 -2.516  -0.701
11 C -4.766 -1.193 -1.957  -0.477
12 C -3.823 -1.760 -1.120  -0.965
13 C -2.628 -1.108 -0.868  -0.422
14 C -2.366 0.128 -1.446  1.184
15 N 1.052 -0.098 1.506  0.108
16 C 1.013 0.145 2.952  -0.841
17 C 2.473 0.166 3.410  -0.660
18 C 3.202 -0.390 2.225  0.761
19 C 4.529 -0.743 2.126  -0.641
20 C 5.001 -1.249 0.922  -0.532
21 C 4.140 -1.401 -0.148  -0.801
22 C 2.800 -1.045 -0.058  -0.501
23 C 2.332 -0.519 1.135  0.331
24 H 0.034 -0.918 -1.056  0.645
25 H 0.897 0.658 -1.078  0.709
26 H -2.025 3.622 -2.734  0.315
27 H -2.782 3.160 -1.186  0.238
28 H -5.256 0.525 -3.160  0.445
29 H -5.691 -1.708 -2.164  0.376
30 H -4.009 -2.718 -0.661  0.383
31 H -1.911 -1.560 -0.203  0.303
32 H 0.446 -0.661 3.430  0.295
33 H 0.483 1.081 3.137  0.393
34 H 2.630 -0.435 4.306  0.377
35 H 2.813 1.182 3.623  0.292
36 H 5.187 -0.630 2.974  0.427
37 H 6.038 -1.531 0.825  0.384
38 H 4.507 -1.808 -1.078  0.401
39 H 2.165 -1.203 -0.912  0.311

no.,molar mass (Da)
1,292.34
2,324.40
3,308.34